Entry 1:
{"formula": "C5H8O", "method": "the ωB97M-V functional and the def2-TZVPD basis", "elements": ["O", "C", "C", "C", "C", "C", "H", "H", "H", "H", "H", "H", "H", "H"], "coordinates": [[-0.786, -0.208, 2.999], [-0.486, -0.134, -0.306], [-0.171, 0.798, -1.395], [-0.684, -0.778, 0.695], [1.264, 0.653, -1.931], [-0.852, -1.276, 2.070], [1.311, -0.041, -2.774], [-0.904, 0.723, -2.206], [-0.306, 1.798, -0.968], [1.936, 0.278, -1.154], [-1.836, -1.736, 2.203], [-0.037, 0.342, 2.736], [-0.093, -2.039, 2.298], [1.646, 1.621, -2.265]], "e_homo_ev": -9.7, "smiles": "CCC#CCO", "total_charge": 0, "gap_ev": 10.56, "multiplicity": 1}



Entry 2:
{"formula": "C5H8O", "method": "the ωB97M-V functional and the def2-TZVPD basis", "elements": ["O", "C", "C", "C", "C", "C", "H", "H", "H", "H", "H", "H", "H", "H"], "coordinates": [[-0.004, 0.659, 1.617], [1.368, 0.087, -0.195], [-0.966, 0.845, 0.546], [-1.076, -0.375, -0.347], [0.323, -1.010, -0.409], [1.163, 0.977, 1.028], [0.419, -1.737, 0.405], [2.335, -0.328, 0.125], [-1.877, 1.212, 1.012], [-0.540, 1.692, -0.010], [1.598, 0.657, -1.106], [0.480, -1.558, -1.344], [-1.400, -0.032, -1.337], [-1.823, -1.089, 0.014]], "e_homo_ev": -8.1, "total_charge": 0, "gap_ev": 8.86, "multiplicity": 1}



Entry 3:
{"formula": "C5H8O", "method": "the ωB97M-V functional and the def2-TZVPD basis", "elements": ["O", "C", "C", "C", "C", "C", "H", "H", "H", "H", "H", "H", "H", "H"], "coordinates": [[1.078, -1.440, 0.058], [-1.528, -0.985, -0.419], [-0.178, 1.045, 0.557], [1.795, -0.431, 0.241], [1.308, 0.869, 0.301], [-0.621, 0.185, -0.517], [-1.208, -1.792, -1.082], [-0.535, 0.752, 1.549], [2.879, -0.567, 0.416], [-1.600, -1.368, 0.600], [1.942, 1.745, 0.212], [-0.394, 0.540, -1.520], [-0.416, 2.095, 0.356], [-2.523, -0.647, -0.753]], "e_homo_ev": [-7.7, -7.7], "total_charge": 0, "gap_ev": [7.34, 7.35], "multiplicity": 1}



Entry 4:
{"formula": "C5H8O", "method": "the ωB97M-V functional and the def2-TZVPD basis", "elements": ["O", "C", "C", "C", "C", "C", "H", "H", "H", "H", "H", "H", "H", "H"], "coordinates": [[-0.718, 1.330, 0.020], [-0.868, 0.178, -0.454], [-2.123, 0.193, 0.583], [1.628, 0.247, -0.855], [1.441, -0.393, 0.466], [0.398, -0.604, -0.610], [2.039, -1.256, 0.735], [-2.132, 0.915, 1.440], [-2.021, -0.801, 0.969], [-2.976, 0.353, -0.046], [2.366, -0.154, -1.536], [0.356, -1.582, -1.066], [1.463, 1.320, -0.929], [1.146, 0.255, 1.281]], "e_homo_ev": -8.1, "total_charge": 0, "gap_ev": 8.61, "multiplicity": 1}



Entry 5:
{"formula": "C5H8O", "method": "the ωB97M-V functional and the def2-TZVPD basis", "elements": ["O", "C", "C", "C", "C", "C", "H", "H", "H", "H", "H", "H", "H", "H"], "coordinates": [[-1.918, 1.498, 0.435], [1.474, -0.079, 0.284], [2.616, -0.287, -0.400], [-1.000, 0.583, -0.142], [0.339, 0.714, 0.453], [-1.675, -0.795, -0.127], [-1.136, -1.514, -0.748], [-1.385, 2.075, 1.001], [-0.833, 0.870, -1.207], [1.683, -0.490, 1.280], [-2.698, -0.688, -0.503], [-1.740, -1.168, 0.899], [3.292, -1.047, -0.016], [2.981, 0.330, -1.209]], "e_homo_ev": -8.1, "total_charge": 0, "gap_ev": 7.58, "multiplicity": 1}



Entry 6:
{"formula": "C5H8O", "method": "the ωB97M-V functional and the def2-TZVPD basis", "elements": ["O", "C", "C", "C", "C", "C", "H", "H", "H", "H", "H", "H", "H", "H"], "coordinates": [[-0.530, 0.637, 1.646], [-0.570, 0.647, 0.221], [-1.099, -0.687, -0.303], [0.869, 0.195, -0.487], [0.737, 1.101, 1.706], [0.330, -1.238, -0.450], [0.539, -1.874, -1.314], [1.914, 0.352, -0.162], [-1.789, -1.215, 0.359], [0.743, 2.109, 1.192], [-1.003, 1.598, -0.119], [0.773, 0.650, -1.474], [-1.569, -0.525, -1.278], [0.653, -1.750, 0.462]], "e_homo_ev": -8.3, "total_charge": 0, "gap_ev": 8.99, "multiplicity": 1}



Entry 7:
{"formula": "C5H8O", "method": "the ωB97M-V functional and the def2-TZVPD basis", "elements": ["O", "C", "C", "C", "C", "C", "H", "H", "H", "H", "H", "H", "H", "H"], "coordinates": [[-0.156, -0.439, 2.476], [0.632, 1.473, -1.052], [-1.477, 0.266, -0.424], [1.412, -1.863, -0.273], [0.010, 0.356, -0.661], [0.780, -0.852, -0.458], [1.982, -2.761, -0.153], [-1.938, -0.414, -1.150], [0.178, -1.148, 1.909], [0.068, 2.386, -1.230], [1.704, 1.490, -1.225], [0.408, 0.309, 2.240], [-1.664, -0.121, 0.583], [-1.940, 1.255, -0.518]], "e_homo_ev": -9.5, "smiles": "C#CC(=C)C.O", "total_charge": 0, "gap_ev": 10.29, "multiplicity": 1}



Entry 8:
{"formula": "C5H8O", "method": "the ωB97M-V functional and the def2-TZVPD basis", "elements": ["O", "C", "C", "C", "C", "C", "H", "H", "H", "H", "H", "H", "H", "H"], "coordinates": [[0.105, -0.864, 2.415], [-0.179, 0.722, -0.233], [-0.140, 0.311, 2.323], [0.995, 0.518, -0.828], [-0.805, -0.562, -0.723], [0.497, -0.696, -1.582], [-1.178, 0.696, 2.248], [-0.892, -1.361, 0.026], [0.306, -0.439, -2.629], [-0.571, 1.593, 0.275], [1.922, 1.085, -0.824], [-1.762, -0.459, -1.242], [1.055, -1.634, -1.529], [0.646, 1.092, 2.304]], "e_homo_ev": -9.5, "smiles": "C1=CCC1.C=O", "total_charge": 0, "gap_ev": 10.20, "multiplicity": 1}



Entry 9:
{"formula": "C5H8O", "method": "the ωB97M-V functional and the def2-TZVPD basis", "elements": ["O", "C", "C", "C", "C", "C", "H", "H", "H", "H", "H", "H", "H", "H"], "coordinates": [[-0.862, -0.711, -0.113], [-0.269, 0.118, 0.861], [0.373, 1.411, 0.495], [0.426, -1.770, -1.633], [-0.833, 1.379, 1.405], [-0.344, -0.527, -1.351], [1.366, 1.601, 0.888], [0.386, -2.123, -2.662], [1.437, -1.329, -1.507], [0.198, 1.755, -0.518], [-1.766, 1.752, 0.998], [-0.685, 1.540, 2.468], [0.314, -2.563, -0.883], [0.258, -0.533, 1.550]], "e_homo_ev": -8.2, "total_charge": 0, "gap_ev": 8.87, "multiplicity": 1}



Entry 10:
{"formula": "C5H8O", "method": "the ωB97M-V functional and the def2-TZVPD basis", "elements": ["O", "C", "C", "C", "C", "C", "H", "H", "H", "H", "H", "H", "H", "H"], "coordinates": [[0.357, 0.509, -2.142], [-0.031, -0.123, 0.744], [-0.582, -1.325, 0.718], [-0.286, -0.504, -2.024], [-0.213, 1.325, 0.834], [1.174, 0.689, 0.874], [-1.380, -0.516, -1.916], [1.803, 0.832, 0.005], [0.184, -1.485, -2.131], [-0.478, 1.882, -0.059], [-1.661, -1.448, 0.774], [-0.629, 1.735, 1.746], [0.029, -2.223, 0.763], [1.713, 0.653, 1.815]], "e_homo_ev": -9.8, "smiles": "C=C1CC1.C=O", "total_charge": 0, "gap_ev": 10.84, "multiplicity": 1}



Entry 11:
{"formula": "C5H8O", "method": "the ωB97M-V functional and the def2-TZVPD basis", "elements": ["O", "C", "C", "C", "C", "C", "H", "H", "H", "H", "H", "H", "H", "H"], "coordinates": [[1.530, -1.175, 0.556], [-0.160, -0.138, 0.145], [0.469, -1.452, -0.217], [-1.580, -0.084, 0.644], [-1.179, 0.695, -0.565], [1.113, 0.172, 0.900], [-1.091, 1.774, -0.466], [-2.168, -0.986, 0.505], [1.597, -0.754, -1.959], [1.787, 0.898, 0.432], [1.066, 0.319, 1.983], [-1.752, 0.446, 1.576], [1.882, -0.065, -1.995], [-1.514, 0.352, -1.539]], "e_homo_ev": -8.7, "total_charge": 0, "gap_ev": 9.59, "multiplicity": 1}



Entry 12:
{"formula": "C5H8O", "method": "the ωB97M-V functional and the def2-TZVPD basis", "elements": ["O", "C", "C", "C", "C", "C", "H", "H", "H", "H", "H", "H", "H", "H"], "coordinates": [[-0.590, -0.583, -1.647], [1.328, 0.091, -0.281], [-0.701, -0.114, -0.330], [-1.913, 0.519, 0.271], [0.478, -0.730, 0.389], [0.264, 0.541, -1.217], [2.323, 0.489, -0.108], [-1.616, 1.215, 1.067], [0.191, 1.413, -1.846], [2.036, -0.908, 1.589], [0.560, -1.753, 0.733], [-2.590, -0.223, 0.703], [2.661, -1.037, 1.184], [-2.431, 1.082, -0.508]], "e_homo_ev": -8.9, "total_charge": 0, "gap_ev": 9.81, "multiplicity": 1}



Results for ΔE to the lowest compared entry with this formula, charge and spin: 210.7 358.2 329.0 440.4 457.3 529.7 234.5 284.8 469.3 290.9 512.4 529.9 (in kJ/mol, following the order of the records).
Results for E_tot: -270.4776 -270.4215 -270.4326 -270.3901 -270.3837 -270.3561 -270.4686 -270.4494 -270.3792 -270.4471 -270.3627 -270.3561 (in Ha, following the order of the records).